(1)
{"formula": "C4H13N6", "method": "ωB97M-V/def2-TZVPD", "charge": 1, "e_homo_ev": [-11.38, -11.38], "gap_ev": [8.37, 8.37], "total_energy_ha": -488.35095, "e_above_lowest_kcal_mol": 99.2, "symbols": ["C", "C", "C", "C", "N", "N", "N", "N", "N", "N", "H", "H", "H", "H", "H", "H", "H", "H", "H", "H", "H", "H", "H"], "coordinates": [[0.140186, -0.519057, -1.225797], [-0.448175, -0.086719, -0.008304], [-0.989942, 1.169925, 0.029528], [0.832508, -1.927805, -1.512939], [-0.018446, 0.237417, -2.305417], [-0.188926, 1.512563, -2.192776], [-0.516492, -1.115035, 1.073235], [1.370176, -0.596867, 3.020249], [-1.092335, 1.846026, 1.115729], [-0.678284, 2.112981, -3.179757], [0.920058, 0.338201, 3.129357], [0.002631, -2.546309, -1.893378], [1.409271, -2.299588, -0.762426], [1.443297, -1.743427, -2.364406], [-1.250809, -0.795696, 1.718635], [-0.738120, -2.071490, 0.703131], [1.224057, -1.160170, 3.786337], [2.325330, -0.318559, 2.920969], [-0.771300, 1.568091, 1.972381], [-1.292512, 2.829223, 1.016023], [-0.582050, 3.138078, -3.091787], [0.271706, -1.307541, 1.751733], [-1.371831, 1.735759, -3.700319]], "forces_ev_per_a": [[-0.1, -0.7, 0.5], [1.3, -1.7, -1.6], [0.1, -0.6, -1.5], [-3.4, 3.2, -1.9], [-0.2, 0.1, -0.7], [2.6, -2.0, 2.7], [-0.8, -1.3, 0.6], [-0.7, 2.8, -2.4], [-1.2, 2.4, -1.0], [1.3, 3.8, 0.7], [0.1, -1.2, 0.4], [0.5, -0.3, 0.5], [1.3, -1.2, 2.3], [0.6, 0.1, -0.6], [-0.2, -0.6, -0.4], [-0.3, 1.2, 0.2], [-0.1, -1.1, 2.4], [0.8, -0.5, 0.0], [1.2, -0.6, 2.7], [-0.5, 0.0, 0.4], [-0.4, -1.1, -0.4], [0.6, 1.1, -0.6], [-2.5, -1.6, -2.3]], "mulliken_charge": [0.111, 0.619, -0.399, -1.414, -0.310, 0.128, -0.220, -0.814, -0.269, -0.435, 0.228, 0.357, 0.489, 0.390, 0.441, 0.421, 0.242, 0.240, 0.092, 0.245, 0.277, 0.379, 0.203]}

***

(2)
{"formula": "C19H15FN2O2", "method": "ωB97M-V/def2-TZVPD", "e_homo_ev": -8.18, "gap_ev": 8.81, "total_energy_ha": -1092.90304, "symbols": ["O", "C", "N", "C", "C", "C", "C", "C", "O", "H", "H", "H", "H", "H", "C", "N", "C", "C", "C", "C", "C", "C", "H", "H", "H", "H", "H", "C", "C", "C", "C", "C", "C", "H", "H", "H", "F", "H", "H"], "coordinates": [[-0.079311, -1.866570, 2.325098], [0.197484, -1.404734, 1.232904], [-0.588083, -0.456653, 0.640956], [-1.755121, 0.040115, 1.352539], [-3.013108, -0.226129, 0.597941], [-3.775970, -1.349822, 0.479565], [-4.835125, -1.021432, -0.401850], [-4.636793, 0.275128, -0.757047], [-3.534191, 0.766600, -0.163409], [-5.185562, 0.938125, -1.396052], [-5.630931, -1.662538, -0.720435], [-3.602752, -2.287793, 0.964835], [-1.651209, 1.117370, 1.524739], [-1.768266, -0.489192, 2.308745], [-0.257773, 0.230592, -0.591332], [0.547388, -0.613135, -1.438548], [1.511280, -1.421171, -0.885472], [2.592073, -1.888728, -1.630989], [3.512681, -2.742872, -1.055942], [3.375545, -3.147749, 0.264738], [2.299578, -2.700622, 1.006280], [1.363793, -1.841155, 0.443168], [2.154986, -3.003667, 2.031972], [4.102898, -3.810878, 0.706306], [4.349768, -3.092319, -1.642243], [2.702383, -1.573130, -2.658783], [0.758840, -0.220075, -2.343676], [0.399418, 1.572662, -0.279595], [1.705742, 1.625400, 0.188716], [2.260168, 2.857344, 0.480116], [1.555933, 4.038491, 0.329960], [0.252978, 3.973464, -0.130751], [-0.320579, 2.750812, -0.435948], [-1.338641, 2.708289, -0.794640], [-0.317461, 4.881395, -0.252754], [2.025618, 4.978275, 0.572319], [3.531343, 2.906843, 0.924505], [2.291880, 0.730647, 0.329163], [-1.200903, 0.428831, -1.125097]], "forces_ev_per_a": [[0.1, -0.2, 0.2], [-0.1, 0.1, -0.1], [-0.2, -0.1, -0.1], [-0.1, 0.0, 0.0], [-0.1, -0.8, 0.3], [0.4, 0.5, 0.2], [0.0, 0.5, -0.2], [-0.5, -0.6, -0.2], [0.2, 0.4, 0.1], [0.0, 0.2, -0.1], [-0.2, -0.1, -0.1], [0.1, -0.2, 0.2], [0.0, -0.1, 0.1], [0.0, 0.2, -0.2], [0.0, 0.4, -0.1], [-0.2, 0.0, -0.3], [0.1, -0.3, 0.3], [0.0, 0.0, 0.0], [-0.1, 0.1, 0.0], [0.1, -0.1, 0.1], [-0.1, 0.1, -0.1], [0.3, -0.1, -0.2], [0.0, 0.0, 0.1], [0.1, -0.1, 0.0], [0.1, 0.0, -0.1], [0.0, 0.0, -0.1], [0.0, 0.0, 0.1], [-0.2, 0.2, -0.1], [0.2, 0.2, 0.1], [-0.1, -0.1, -0.1], [0.1, 0.0, 0.0], [0.1, 0.0, 0.0], [0.0, -0.2, 0.0], [-0.1, 0.0, 0.0], [0.0, 0.1, 0.0], [0.1, 0.1, 0.0], [-0.1, 0.0, 0.0], [0.1, -0.1, 0.0], [0.2, 0.0, 0.2]], "mulliken_charge": [-0.755, 0.745, 0.220, -1.130, 0.306, -0.423, -0.499, -0.504, -0.273, 0.466, 0.429, 0.555, 0.325, 0.530, -0.666, -0.103, 0.457, -0.915, -0.447, -0.757, -0.455, 0.444, 0.475, 0.405, 0.399, 0.361, 0.330, 0.568, -0.382, 0.130, -0.617, -0.644, -0.463, 0.448, 0.396, 0.455, -0.323, 0.529, 0.381]}

***

(3)
{"formula": "C28H28IrN10O4S3", "method": "ωB97M-V/def2-TZVPD", "multiplicity": 2, "charge": 2, "s_squared": 0.754, "e_homo_ev": [-12.08, -12.08], "gap_ev": [6.09, 5.43], "total_energy_ha": -3230.79684, "e_above_lowest_kcal_mol": 34.3, "symbols": ["Ir", "N", "C", "N", "C", "N", "N", "C", "C", "C", "C", "C", "C", "N", "C", "C", "C", "C", "C", "C", "H", "H", "H", "H", "H", "H", "H", "H", "H", "H", "H", "O", "C", "O", "H", "S", "C", "N", "C", "C", "C", "N", "H", "H", "H", "H", "H", "H", "H", "H", "N", "C", "C", "C", "C", "C", "C", "S", "O", "O", "N", "C", "S", "C", "C", "N", "H", "H", "H", "H", "H", "H", "H", "H"], "coordinates": [[0.288174, -0.459958, 0.364096], [-0.110262, -0.757620, -3.929681], [-0.348618, -0.900929, -2.635869], [0.454488, -0.476409, -1.697690], [1.611163, 0.252955, -2.054726], [2.321761, 0.875885, -1.170240], [1.841309, 0.689378, 0.089514], [2.413970, 1.160458, 1.130308], [1.761285, 0.840321, 2.402295], [2.196702, 1.324417, 3.619215], [1.479431, 1.001884, 4.766132], [0.351826, 0.210570, 4.658138], [-0.029868, -0.253102, 3.406390], [0.659765, 0.045633, 2.312395], [1.973786, 0.312777, -3.457327], [3.183087, 0.866168, -3.891117], [3.463278, 0.921400, -5.237773], [2.545260, 0.430974, -6.170273], [1.350781, -0.125679, -5.761806], [1.077047, -0.184890, -4.401408], [-0.783250, -1.112077, -4.592593], [-1.254176, -1.418836, -2.348086], [3.326981, 1.737631, 1.058199], [3.076767, 1.950993, 3.664501], [1.799110, 1.374673, 5.729590], [-0.232234, -0.058825, 5.526024], [-0.891287, -0.891684, 3.265753], [3.881676, 1.235303, -3.154135], [4.398340, 1.343603, -5.577571], [2.773944, 0.481509, -7.225988], [0.643299, -0.515857, -6.482491], [-2.877025, 1.734935, 0.105973], [-1.693955, 2.110505, 0.240794], [-0.609835, 1.470824, 0.248460], [-1.557738, 3.196831, 0.356553], [-3.376332, -0.429884, -0.653542], [-5.065542, -0.072537, -0.476103], [-5.945991, -1.031486, -0.740679], [-7.400610, -0.821402, -0.699163], [-7.697081, 0.647176, -0.943818], [-6.885287, 1.489934, 0.023134], [-5.470120, 1.119000, -0.086326], [-5.588034, -1.917166, -1.057347], [-7.781635, -1.140854, 0.272511], [-7.849676, -1.450617, -1.464415], [-8.759514, 0.838739, -0.807705], [-7.436430, 0.910983, -1.970343], [-7.220077, 1.338514, 1.051204], [-6.966756, 2.549924, -0.206290], [-4.745734, 1.803890, 0.085812], [5.037076, -4.919811, 5.310989], [4.571947, -4.392046, 4.150271], [4.483878, -2.996033, 3.983487], [4.017727, -2.463643, 2.805578], [3.620777, -3.304505, 1.766855], [3.700818, -4.686297, 1.916492], [4.167972, -5.224908, 3.094899], [3.024271, -2.621701, 0.284548], [3.714696, -1.401735, -0.007890], [2.916144, -3.665685, -0.692929], [1.473791, -2.137922, 0.667632], [0.450121, -3.017788, 0.662543], [0.342661, -4.722090, 0.531981], [-1.383475, -4.582547, 0.591863], [-1.767049, -3.292730, 0.667425], [-0.721944, -2.395569, 0.724761], [5.425645, -4.330221, 6.023377], [5.193230, -5.907371, 5.395766], [4.811345, -2.344075, 4.783714], [3.986755, -1.389510, 2.669833], [3.424080, -5.331760, 1.093747], [4.244436, -6.299134, 3.203997], [-2.006021, -5.460974, 0.571443], [-2.780642, -2.934915, 0.732630]], "forces_ev_per_a": [[1.5, -0.1, 0.2], [0.0, 0.0, 0.0], [0.1, -0.2, 0.0], [0.1, 0.0, 0.1], [0.0, 0.1, 0.0], [0.0, 0.0, -0.1], [-0.2, 0.3, 0.1], [0.0, 0.0, -0.1], [-0.1, 0.0, 0.0], [0.0, 0.0, 0.0], [0.0, 0.0, 0.0], [0.0, 0.0, 0.0], [0.1, -0.1, 0.0], [0.0, 0.0, 0.0], [0.0, 0.0, 0.0], [0.0, 0.0, 0.0], [0.0, 0.0, 0.0], [0.0, 0.0, 0.0], [0.0, 0.0, 0.0], [0.0, 0.0, 0.0], [0.0, 0.0, 0.0], [0.0, 0.0, 0.0], [0.0, 0.0, 0.0], [0.0, 0.0, 0.0], [0.0, 0.0, 0.0], [0.0, 0.0, 0.0], [0.0, 0.0, 0.0], [0.0, 0.0, 0.0], [0.0, 0.0, 0.0], [0.0, 0.0, 0.0], [0.0, 0.0, 0.0], [0.3, -0.2, 0.1], [0.1, 0.3, -0.1], [-0.6, -0.4, -0.1], [0.0, 0.0, 0.0], [0.0, -0.3, 0.0], [-0.1, 0.2, 0.0], [0.0, 0.0, -0.1], [0.0, 0.0, 0.0], [0.0, 0.0, 0.0], [0.0, 0.0, 0.0], [-0.1, -0.1, -0.1], [0.0, 0.0, 0.0], [0.0, 0.0, 0.0], [0.0, 0.0, 0.0], [0.0, 0.0, 0.0], [0.0, 0.0, 0.0], [0.0, 0.0, 0.0], [0.0, 0.0, 0.0], [0.0, 0.0, 0.0], [-0.1, 0.0, 0.0], [0.0, 0.0, 0.0], [0.0, 0.0, 0.0], [0.0, 0.0, 0.0], [0.0, 0.0, 0.0], [0.0, 0.0, 0.0], [0.0, 0.0, 0.0], [0.0, 0.1, 0.0], [0.0, 0.0, 0.0], [0.0, 0.0, 0.0], [-0.5, 0.0, -0.3], [-0.2, 0.0, 0.1], [0.0, 0.0, 0.0], [-0.1, 0.0, 0.0], [-0.1, 0.0, 0.2], [-0.2, 0.2, -0.3], [0.0, 0.0, 0.0], [0.0, 0.0, 0.0], [0.0, 0.0, 0.0], [0.0, 0.0, 0.0], [0.0, 0.0, 0.0], [0.0, 0.0, 0.0], [0.0, 0.0, 0.0], [0.0, 0.0, 0.0]], "mulliken_charge": [2.317, 0.139, -0.232, -0.597, 0.794, -1.560, 0.928, -0.447, 0.682, -0.766, -0.440, -0.844, -0.056, -0.018, 0.525, -0.447, -0.863, -0.426, -0.981, 0.179, 0.306, 0.548, 0.508, 0.559, 0.490, 0.468, 0.515, 0.492, 0.444, 0.430, 0.418, -0.612, -0.277, -0.552, 0.422, -0.094, 0.316, -0.145, -0.586, -0.607, -0.627, -0.067, 0.212, 0.297, 0.384, 0.355, 0.310, 0.314, 0.379, 0.305, -0.469, 1.131, -0.934, -0.314, -0.274, -0.377, -0.880, 1.100, -0.702, -0.704, -0.253, 0.318, -0.001, -0.323, -1.094, -0.072, 0.197, 0.201, 0.304, 0.493, 0.588, 0.320, 0.462, 0.494]}